(1)
Density functional theory data (ωB97M-V with the def2-TZVPD basis set) for a 3-piece molecular cluster, C39H76N4O5 overall at a distorted geometry.

```
124
Properties=species:S:1:pos:R:3:mulliken_charge:R:1
C 1.320 10.048 0.062 -0.842
C 2.393 9.293 -0.701 -0.783
C 1.963 7.980 -1.352 1.292
C 0.709 8.049 -2.213 -1.207
C -0.632 7.805 -1.532 -0.739
C -0.693 6.691 -0.496 0.704
C -2.041 6.728 0.234 -1.284
C -2.108 7.787 1.346 -0.500
C -1.977 7.233 2.764 -1.197
C -0.545 6.982 3.264 -0.443
C -0.194 5.498 3.295 -0.666
C 1.289 5.168 3.399 -0.627
C 1.498 3.652 3.281 -1.966
C 2.013 3.204 1.932 1.468
C 1.667 1.714 1.694 -1.396
C 0.229 1.492 1.346 -0.271
N -0.222 0.773 0.384 -0.538
O 1.338 3.974 0.885 0.167
C 2.172 3.897 -0.203 -0.345
O 1.790 3.695 -1.374 -0.667
C 3.588 4.110 0.342 0.572
O 3.778 5.484 0.606 -0.693
C 3.543 3.411 1.673 -0.004
C 4.397 4.100 2.752 -1.277
N 5.728 3.544 2.951 -0.507
C 6.608 3.707 1.800 -0.739
H 1.070 9.553 0.998 0.041
H 1.693 11.036 0.330 0.449
H 0.423 10.210 -0.523 0.234
H 2.817 9.932 -1.473 0.346
H 3.204 9.074 -0.007 0.345
H 2.787 7.686 -2.003 0.478
H 1.890 7.207 -0.591 -1.289
H 0.815 7.372 -3.055 0.477
H 0.690 9.050 -2.648 0.294
H -1.340 7.522 -2.310 0.334
H -1.025 8.717 -1.095 0.369
H -0.563 5.720 -0.973 0.273
H 0.084 6.795 0.261 -0.495
H -2.246 5.749 0.662 0.566
H -2.815 6.924 -0.504 0.478
H -1.290 8.489 1.180 0.195
H -3.021 8.368 1.262 0.382
H -2.503 6.281 2.803 0.470
H -2.472 7.929 3.434 0.446
H 0.186 7.524 2.667 0.170
H -0.472 7.379 4.274 0.535
H -0.578 5.050 2.379 0.168
H -0.694 5.054 4.153 0.349
H 1.850 5.678 2.621 0.079
H 1.649 5.490 4.374 0.583
H 0.554 3.155 3.484 0.690
H 2.200 3.280 4.022 0.505
H 1.879 1.174 2.618 0.459
H 2.291 1.280 0.916 0.536
H -0.509 1.969 1.984 0.354
H 0.556 0.390 -0.155 0.216
H 4.320 3.731 -0.366 0.588
H 3.554 5.995 -0.168 0.292
H 3.959 2.413 1.545 0.561
H 3.892 4.075 3.709 0.397
H 4.518 5.142 2.479 0.505
H 5.629 2.555 3.132 0.261
H 6.584 4.740 1.472 0.252
H 7.629 3.478 2.090 0.343
H 6.362 3.060 0.954 0.248
C -2.545 -1.692 -3.503 -1.854
C -3.313 -1.844 -2.168 1.844
C -2.336 -2.007 -1.005 -1.068
C -1.663 -3.379 -0.957 -0.750
C -2.704 -4.498 -0.998 -0.848
C -3.654 -4.383 -2.187 1.834
N -4.246 -3.013 -2.214 0.473
O -5.243 -2.893 -1.393 -0.619
C -2.914 -4.707 -3.496 -1.726
C -4.782 -5.395 -2.054 -1.754
C -4.137 -0.582 -1.963 -1.950
H -3.112 -2.111 -4.333 0.312
H -2.383 -0.639 -3.723 0.479
H -1.564 -2.164 -3.486 0.328
H -2.872 -1.847 -0.065 0.493
H -1.584 -1.220 -1.067 0.187
H -0.953 -3.490 -1.781 0.299
H -1.076 -3.461 -0.040 0.471
H -2.210 -5.472 -1.037 -0.140
H -3.283 -4.476 -0.070 0.522
H -3.559 -4.524 -4.356 0.382
H -2.640 -5.762 -3.500 0.332
H -1.996 -4.142 -3.634 0.287
H -5.304 -5.303 -1.104 0.401
H -4.361 -6.398 -2.119 0.318
H -5.511 -5.274 -2.856 0.459
H -4.882 -0.467 -2.753 0.463
H -3.467 0.276 -1.989 0.453
H -4.651 -0.580 -1.005 0.376
C -1.690 -8.498 -0.045 -1.834
C -0.834 -9.181 -1.137 2.073
C -1.153 -10.674 -1.217 -1.370
C -0.593 -11.484 -0.048 -0.471
C 0.903 -11.224 0.125 -1.280
C 1.238 -9.740 0.262 1.578
N 0.625 -8.992 -0.877 0.424
O 1.338 -9.066 -1.958 -0.611
C 0.752 -9.202 1.618 -1.692
C 2.745 -9.536 0.210 -1.852
C -1.167 -8.519 -2.466 -1.983
H -1.154 -7.664 0.408 0.360
H -2.602 -8.090 -0.478 0.407
H -2.000 -9.176 0.749 0.282
H -0.743 -11.072 -2.150 0.452
H -2.237 -10.790 -1.275 0.341
H -1.131 -11.253 0.875 0.289
H -0.758 -12.547 -0.235 0.408
H 1.281 -11.747 1.005 0.397
H 1.438 -11.631 -0.739 0.378
H 0.892 -8.122 1.674 0.364
H 1.339 -9.658 2.414 0.451
H -0.291 -9.420 1.830 0.298
H 3.186 -9.976 -0.681 0.389
H 3.193 -10.008 1.083 0.421
H 2.994 -8.475 0.226 0.440
H -0.894 -7.462 -2.457 0.404
H -2.241 -8.598 -2.634 0.456
H -0.657 -8.995 -3.301 0.477
```

Properties
HOMO (spin up / spin down) (eV): -8.0 / -9.1
Net charge: 0
Total energy (eV): -57870.066
2S+1: 3
HOMO-LUMO gap (spin up / spin down) (eV): 8.43 / 9.51
Molecular weight (g mol⁻¹): 681.06
Expectation value of S²: 2.008


(2)
Density functional theory data (ωB97M-V with the def2-TZVPD basis set) for a 7-piece molecular cluster, C39H76O14S6 overall at a distorted geometry.

```
135
Properties=species:S:1:pos:R:3:mulliken_charge:R:1
C 2.522 2.995 0.120 -0.543
C 2.113 2.788 -1.326 -0.315
C 1.642 1.256 -1.803 0.777
C 0.079 1.214 -2.294 -0.122
O -0.523 -0.128 -2.354 -0.353
C -1.212 -0.459 -1.063 0.070
O -2.547 -0.359 -1.019 -0.610
C -0.232 -0.881 0.182 1.238
C -0.985 -1.589 1.454 -0.629
C 0.231 -2.172 2.444 0.345
C 0.670 -1.119 3.622 -0.211
C 2.080 -0.325 3.356 0.356
C 3.353 -1.281 2.963 -0.599
C 4.204 -0.729 1.643 -0.638
C 3.846 -1.521 0.253 0.234
C 4.071 -3.155 0.319 -0.066
C 3.569 -3.762 -1.156 -0.741
H 1.833 2.608 0.992 0.085
H 3.503 3.596 0.382 0.253
H 2.165 3.695 -2.065 0.331
H 1.899 0.560 -0.896 -0.859
H 2.420 0.966 -2.661 0.374
H -0.620 1.892 -1.610 -0.077
H 0.071 1.628 -3.414 0.313
H 0.570 -1.629 -0.226 -0.352
H 0.243 0.134 0.591 -0.167
H -1.673 -2.476 1.089 0.296
H -1.684 -0.824 2.039 0.128
H -0.254 -3.109 3.002 0.288
H 1.104 -2.545 1.758 -0.484
H 0.695 -1.717 4.641 0.389
H -0.196 -0.302 3.676 -0.410
H 1.956 0.546 2.553 -0.394
H 2.371 0.239 4.367 0.224
H 4.131 -1.238 3.864 0.364
H 3.027 -2.402 2.866 0.268
H 5.358 -0.817 1.847 0.361
H 3.991 0.425 1.435 0.132
H 4.500 -1.146 -0.671 0.479
H 2.722 -1.288 -0.036 -0.679
H 3.382 -3.661 1.122 0.034
H 5.203 -3.445 0.465 0.318
H 3.774 -4.928 -1.237 0.154
H 4.149 -3.213 -2.031 0.379
H 2.414 -3.533 -1.335 0.009
O 0.914 -5.196 -1.803 -0.726
S 0.770 -5.649 -0.435 1.221
O 1.024 -4.784 0.699 -0.592
C -0.846 -6.378 -0.249 -0.801
C -0.644 -7.839 -0.623 -0.553
C 0.666 -8.259 0.042 -0.645
C 1.694 -7.165 -0.237 -0.742
H -1.563 -5.866 -0.892 0.441
H -1.140 -6.277 0.800 0.335
H -1.483 -8.458 -0.294 0.357
H -0.554 -7.939 -1.711 0.274
H 0.512 -8.353 1.124 0.292
H 1.013 -9.230 -0.325 0.321
H 2.400 -7.054 0.590 0.362
H 2.238 -7.354 -1.167 0.390
O -2.088 5.551 1.577 -0.643
S -1.483 5.950 0.324 1.172
O -0.214 6.648 0.263 -0.703
C -1.408 4.527 -0.745 -0.360
C -2.739 4.538 -1.481 -0.447
C -2.988 5.996 -1.864 -0.638
C -2.695 6.851 -0.631 -0.685
H -1.252 3.623 -0.154 0.328
H -0.574 4.672 -1.438 0.219
H -2.719 3.886 -2.359 0.177
H -3.539 4.189 -0.817 0.334
H -2.311 6.280 -2.679 0.286
H -4.012 6.153 -2.218 0.359
H -2.289 7.827 -0.906 0.347
H -3.587 6.979 -0.012 0.356
O -3.128 2.196 -7.269 -0.695
S -3.272 1.743 -5.902 1.067
O -3.018 2.608 -4.767 -0.561
C -4.888 1.014 -5.716 -0.794
C -4.685 -0.447 -6.090 -0.581
C -3.376 -0.868 -5.425 -0.372
C -2.347 0.227 -5.704 0.180
H -5.605 1.526 -6.359 0.441
H -5.182 1.114 -4.667 0.367
H -5.525 -1.066 -5.760 0.424
H -4.596 -0.548 -7.178 0.213
H -3.530 -0.961 -4.343 0.311
H -3.029 -1.838 -5.792 0.005
H -1.642 0.337 -4.877 -0.366
H -1.804 0.038 -6.634 0.329
O -2.237 1.663 7.316 -0.694
S -2.452 2.803 6.449 1.227
O -3.432 3.829 6.746 -0.696
C -0.879 3.583 6.142 -0.584
C -0.335 2.861 4.918 -0.344
C -1.519 2.711 3.964 -0.237
C -2.707 2.210 4.784 -0.825
H -0.237 3.487 7.019 0.204
H -1.066 4.639 5.925 0.336
H 0.489 3.414 4.459 0.425
H 0.039 1.870 5.202 0.057
H -1.759 3.687 3.526 0.323
H -1.291 2.028 3.140 0.098
H -3.653 2.599 4.400 0.406
H -2.739 1.117 4.814 0.332
O -2.127 -1.946 -8.276 -0.617
S -2.489 -3.338 -8.106 1.200
O -3.745 -3.745 -7.508 -0.689
C -2.305 -4.165 -9.673 -0.804
C -0.856 -4.630 -9.685 -0.554
C -0.588 -5.183 -8.286 -0.660
C -1.145 -4.178 -7.280 -0.624
H -2.542 -3.478 -10.488 0.399
H -2.992 -5.016 -9.685 0.354
H -0.682 -5.382 -10.460 0.352
H -0.191 -3.780 -9.881 0.283
H -1.102 -6.145 -8.170 0.290
H 0.479 -5.359 -8.119 0.320
H -1.524 -4.674 -6.383 0.384
H -0.396 -3.430 -7.005 0.379
O 1.224 5.086 7.437 -0.659
S 2.523 4.449 7.378 1.238
O 2.949 3.661 6.239 -0.706
C 3.769 5.675 7.725 -0.777
C 3.915 5.643 9.239 -0.545
C 3.909 4.165 9.625 -0.638
C 2.758 3.499 8.872 -0.671
H 3.453 6.648 7.345 0.402
H 4.694 5.360 7.234 0.346
H 4.831 6.144 9.565 0.346
H 3.065 6.151 9.710 0.279
H 4.859 3.706 9.326 0.295
H 3.804 4.029 10.706 0.322
H 2.993 2.464 8.611 0.396
H 1.829 3.536 9.447 0.378
```

Properties
SMILES: C=CCCOC(=O)CCCCCCCCCC.O=S1(=O)CCCC1.O=S1(=O)CCCC1.O=S1(=O)CCCC1.O=S1(=O)CCCC1.O=S1(=O)CCCC1.O=S1(=O)CCCC1
ΔE to the lowest compared entry with this formula, charge and spin (kcal per mole): 113.5
HOMO (eV): -8.4
Net charge: 0
Total energy (eV): -135340.916
2S+1: 1
HOMO-LUMO gap (eV): 8.60
Molecular weight (g mol⁻¹): 961.43


(3)
Density functional theory data (ωB97M-V with the def2-TZVPD basis set) for a 10-piece molecular cluster, C39H76O30 overall at a distorted geometry.

```
145
Properties=species:S:1:pos:R:3:mulliken_charge:R:1
C 0.511 6.976 -9.198 -1.049
C 0.806 5.493 -9.249 -0.223
O 1.578 5.020 -8.164 -0.337
C 2.874 5.543 -7.871 0.686
O 3.463 6.337 -8.600 -0.533
O 3.322 4.991 -6.705 -0.302
C 2.772 3.820 -6.128 -0.606
H 1.233 7.550 -9.777 0.294
H 0.559 7.337 -8.171 0.319
H -0.540 7.189 -9.395 0.341
H 1.313 5.274 -10.189 0.262
H -0.112 4.914 -9.154 0.313
H 3.599 3.308 -5.635 0.276
H 2.479 3.078 -6.871 0.295
H 1.954 4.040 -5.443 0.264
C -5.652 3.781 5.531 -0.898
C -6.256 3.332 4.185 -0.366
O -7.350 2.488 4.254 -0.334
C -8.524 3.050 4.478 0.760
O -8.808 4.239 4.496 -0.544
O -9.410 2.109 4.940 -0.344
C -9.103 0.719 5.080 -0.601
H -5.182 4.757 5.648 0.305
H -4.913 2.998 5.698 0.263
H -6.419 3.787 6.306 0.290
H -5.458 2.694 3.806 0.329
H -6.281 4.161 3.478 0.326
H -8.925 0.496 6.133 0.255
H -8.208 0.429 4.529 0.278
H -9.896 0.038 4.772 0.281
C 6.163 -1.848 -7.006 -1.179
C 5.609 -3.145 -6.391 -0.182
O 4.415 -2.794 -5.706 -0.221
C 3.913 -3.642 -4.751 0.660
O 4.290 -4.757 -4.468 -0.551
O 2.980 -2.914 -4.132 -0.288
C 2.066 -3.329 -3.127 -0.619
H 5.489 -1.279 -7.646 0.312
H 7.030 -1.940 -7.661 0.379
H 6.383 -1.168 -6.182 0.278
H 6.397 -3.574 -5.771 0.305
H 5.428 -3.910 -7.146 0.296
H 1.548 -4.242 -3.423 0.298
H 1.288 -2.577 -2.993 0.243
H 2.566 -3.396 -2.161 0.269
C -1.914 -11.255 6.800 -1.104
C -2.779 -10.529 5.774 -0.171
O -2.868 -9.151 5.982 -0.328
C -1.876 -8.309 5.588 0.768
O -0.980 -8.547 4.791 -0.588
O -1.981 -7.140 6.160 -0.323
C -1.290 -6.030 5.646 -0.644
H -0.883 -10.903 6.795 0.302
H -1.953 -12.339 6.695 0.369
H -2.308 -11.123 7.807 0.295
H -3.798 -10.915 5.812 0.290
H -2.424 -10.818 4.784 0.305
H -0.259 -6.381 5.628 0.299
H -1.564 -5.116 6.172 0.232
H -1.421 -5.718 4.610 0.298
C 0.374 2.860 10.131 -1.188
C -0.504 4.032 10.499 -0.171
O -0.194 5.198 9.704 -0.254
C -0.643 6.386 10.073 0.781
O -1.212 6.677 11.129 -0.595
O -0.356 7.224 9.090 -0.331
C -0.888 8.571 9.009 -0.620
H 0.007 1.891 10.470 0.367
H 1.369 3.117 10.491 0.307
H 0.493 2.724 9.056 0.307
H -0.458 4.200 11.575 0.316
H -1.517 3.762 10.202 0.265
H -1.005 9.025 9.992 0.320
H -1.863 8.610 8.523 0.279
H -0.183 9.058 8.335 0.218
C 11.602 -3.194 -1.129 -1.100
C 10.824 -1.851 -0.808 -0.282
O 11.113 -0.967 -1.926 -0.219
C 10.532 0.182 -2.034 0.715
O 9.946 0.785 -1.149 -0.564
O 10.930 0.693 -3.253 -0.318
C 10.620 2.039 -3.623 -0.627
H 11.647 -3.938 -0.334 0.381
H 12.629 -2.856 -1.268 0.294
H 11.172 -3.627 -2.032 0.286
H 11.173 -1.552 0.180 0.281
H 9.747 -1.944 -0.668 0.339
H 9.562 1.906 -3.848 0.274
H 11.125 2.460 -4.492 0.256
H 10.867 2.855 -2.943 0.284
C 6.307 -7.740 4.134 -1.111
C 5.935 -6.295 3.649 -0.196
O 6.798 -5.319 4.143 -0.317
C 6.768 -4.694 5.334 0.727
O 5.827 -4.695 6.167 -0.591
O 7.916 -3.929 5.388 -0.281
C 8.292 -3.130 6.478 -0.675
H 7.379 -7.931 4.109 0.325
H 5.660 -8.486 3.672 0.354
H 6.216 -7.762 5.220 0.298
H 4.969 -6.084 4.106 0.302
H 5.825 -6.268 2.565 0.312
H 8.988 -3.712 7.084 0.276
H 7.499 -2.849 7.171 0.330
H 8.821 -2.223 6.186 0.248
C -6.712 -2.435 -2.975 -1.205
C -7.002 -1.856 -4.286 -0.119
O -8.363 -2.065 -4.743 -0.303
C -8.594 -1.599 -6.051 0.765
O -7.794 -0.893 -6.681 -0.588
O -9.702 -2.067 -6.524 -0.316
C -10.127 -1.711 -7.845 -0.673
H -7.483 -2.271 -2.222 0.332
H -5.857 -1.931 -2.524 0.346
H -6.561 -3.513 -2.910 0.306
H -6.353 -2.270 -5.059 0.292
H -6.956 -0.778 -4.437 0.290
H -9.379 -1.823 -8.630 0.306
H -10.495 -0.688 -7.930 0.295
H -10.887 -2.392 -8.229 0.272
C -10.225 4.731 -7.196 -1.091
C -8.861 4.889 -7.841 -0.264
O -8.002 4.955 -6.695 -0.243
C -6.762 5.478 -6.797 0.697
O -6.267 5.855 -7.876 -0.591
O -6.325 5.623 -5.490 -0.281
C -4.909 5.754 -5.203 -0.595
H -10.560 5.633 -6.684 0.297
H -10.215 3.928 -6.459 0.291
H -10.912 4.465 -7.999 0.373
H -8.807 5.642 -8.627 0.346
H -8.512 4.002 -8.370 0.270
H -4.336 6.041 -6.084 0.321
H -4.714 4.707 -4.973 0.267
H -4.825 6.530 -4.442 0.203
O 0.136 1.575 0.895 -0.531
C 1.161 1.673 1.528 0.645
O 2.441 1.586 1.055 -0.294
C 3.241 1.733 2.139 -0.371
C 2.482 1.295 3.388 -0.246
O 1.192 1.693 2.871 -0.316
H 4.223 1.265 2.066 0.342
H 3.469 2.795 2.231 0.264
H 2.688 1.822 4.320 0.270
H 2.662 0.258 3.670 0.237
```

Properties
SMILES: CCOC(=O)OC.CCOC(=O)OC.CCOC(=O)OC.CCOC(=O)OC.CCOC(=O)OC.CCOC(=O)OC.CCOC(=O)OC.CCOC(=O)OC.CCOC(=O)OC.O=C1OCCO1
ΔE to the lowest compared entry with this formula, charge and spin (kcal per mole): 48.2
HOMO (eV): -10.6
Net charge: 0
Total energy (eV): -103094.975
2S+1: 1
HOMO-LUMO gap (eV): 10.73
Molecular weight (g mol⁻¹): 1025.01


Question: What is the molecular weight in the third record?
Answer: 1025.01 g mol⁻¹


Question: Which value of net charge does entry 1 give?
Answer: 0


Question: Look up the 2S+1 of the first one.
Answer: 3